Record 1
{
  "formula": "C10H11O2P",
  "method": "ωB97M-V/def2-TZVPD",
  "orbital_gap_ha": [0.29040, 0.28390],
  "homo_ev": [-8.57, -8.32],
  "relative_energy_kcal_mol": 30.4,
  "lumo_energy_ev": [-0.6698, -0.5922],
  "energy_ha": -879.36925,
  "spin_multiplicity": 1,
  "elements": ["C", "C", "C", "C", "C", "C", "C", "C", "C", "C", "O", "O", "P", "H", "H", "H", "H", "H", "H", "H", "H", "H", "H", "H"],
  "positions_angstrom": [[3.396, 0.875, 0.049], [2.214, 1.500, -0.025], [3.460, -0.550, -0.104], [1.064, 0.788, -0.340], [2.345, -1.289, -0.070], [1.115, -0.621, -0.325], [-2.407, 0.254, -0.726], [-2.996, 0.737, -1.810], [-2.738, 0.260, 0.673], [-1.574, -0.283, 1.491], [-0.040, -3.056, -0.744], [-1.039, -1.480, 1.012], [-0.398, -1.658, -0.426], [4.255, 1.595, 0.243], [2.082, 2.486, 0.255], [4.391, -1.177, -0.003], [0.131, 1.295, -0.341], [2.436, -2.316, -0.144], [-2.796, 0.352, -2.738], [-3.755, 1.529, -1.832], [-3.001, 1.169, 1.072], [-3.525, -0.401, 0.835], [-0.827, 0.485, 1.477], [-1.790, -0.498, 2.522]]
}

---

Record 2
{
  "formula": "C10H11P",
  "method": "ωB97M-V/def2-TZVPD",
  "orbital_gap_ha": [0.25911, 0.25911],
  "homo_ev": [-7.28, -7.28],
  "relative_energy_kcal_mol": 121.0,
  "lumo_energy_ev": [-0.2307, -0.2311],
  "energy_ha": -728.78314,
  "spin_multiplicity": 1,
  "elements": ["C", "C", "C", "C", "C", "C", "C", "C", "C", "C", "P", "H", "H", "H", "H", "H", "H", "H", "H", "H", "H", "H"],
  "positions_angstrom": [[-2.465, -1.356, 0.232], [-1.434, -1.327, 1.052], [-2.634, -0.310, -0.764], [-0.376, -0.361, 0.901], [-1.576, 0.539, -1.041], [-0.415, 0.585, -0.284], [1.894, -1.922, -1.193], [1.543, 1.602, 0.466], [2.478, 0.404, 0.424], [0.427, 1.614, -0.524], [1.417, -1.058, 0.038], [-3.403, -1.865, 0.456], [-1.406, -2.149, 1.703], [-3.570, -0.195, -1.305], [-0.109, 0.168, 1.843], [-1.726, 1.370, -1.745], [1.462, -2.802, -1.685], [1.193, 1.565, 1.491], [2.180, 2.450, 0.378], [3.179, 0.554, -0.484], [2.990, 0.286, 1.462], [0.351, 2.207, -1.419]]
}

---

Record 3
{
  "formula": "C10H12BCl21FNO4S",
  "method": "ωB97M-V/def2-TZVPD",
  "orbital_gap_ha": 0.38805,
  "homo_ev": -10.58,
  "lumo_energy_ev": -0.0245,
  "energy_ha": -10930.84044,
  "spin_multiplicity": 1,
  "elements": ["C", "C", "N", "C", "B", "O", "O", "S", "O", "O", "F", "H", "H", "H", "H", "H", "C", "Cl", "Cl", "Cl", "H", "C", "Cl", "Cl", "Cl", "H", "C", "Cl", "Cl", "Cl", "H", "C", "Cl", "Cl", "Cl", "H", "C", "Cl", "Cl", "Cl", "H", "C", "Cl", "Cl", "Cl", "H", "C", "Cl", "Cl", "Cl", "H"],
  "positions_angstrom": [[-1.850, 2.031, -1.435], [-2.074, 1.024, -0.835], [-2.402, -0.169, -0.250], [-3.112, -1.096, -1.193], [-4.213, -0.387, -2.131], [-3.889, -0.240, -3.465], [-5.453, 0.016, -1.701], [-3.124, 0.015, 1.228], [-2.643, 1.200, 1.841], [-2.990, -1.204, 1.938], [-4.647, 0.242, 1.010], [-1.521, 2.840, -2.061], [-3.489, -1.935, -0.609], [-2.347, -1.509, -1.846], [-3.575, 0.657, -3.630], [-5.452, 0.837, -1.199], [0.898, 5.484, -3.009], [0.048, 4.102, -2.294], [2.015, 4.925, -4.247], [-0.244, 6.656, -3.655], [1.472, 5.961, -2.225], [-2.081, 3.863, 3.570], [-3.106, 4.212, 4.961], [-2.267, 5.103, 2.326], [-0.390, 3.724, 4.058], [-2.387, 2.917, 3.149], [2.811, 3.476, 1.985], [3.667, 5.007, 1.786], [1.366, 3.433, 0.982], [3.871, 2.115, 1.611], [2.506, 3.392, 3.020], [5.123, 1.111, -1.797], [4.203, -0.216, -1.082], [6.295, 0.493, -2.962], [4.044, 2.283, -2.553], [5.663, 1.612, -1.005], [-0.338, -3.543, 2.783], [-0.679, -4.742, 1.533], [-0.701, -4.192, 4.386], [1.342, -3.011, 2.693], [-0.977, -2.686, 2.612], [-2.940, -7.575, 4.077], [-4.097, -8.239, 5.232], [-2.226, -8.859, 3.100], [-3.700, -6.360, 3.054], [-2.145, -7.095, 4.633], [7.184, -3.074, -4.383], [8.107, -1.587, -4.603], [5.799, -3.115, -5.473], [8.211, -4.488, -4.620], [6.814, -3.091, -3.367]]
}

---

Record 4
{
  "formula": "C10H12BF9NO7P2S3",
  "method": "ωB97M-V/def2-TZVPD",
  "orbital_gap_ha": 0.29160,
  "homo_ev": -12.57,
  "charge": 1,
  "lumo_energy_ev": -4.6400,
  "energy_ha": -3770.62642,
  "spin_multiplicity": 1,
  "elements": ["C", "C", "C", "C", "O", "N", "C", "F", "F", "C", "F", "F", "C", "F", "F", "C", "F", "F", "F", "C", "B", "O", "O", "S", "C", "P", "O", "O", "S", "P", "O", "O", "S", "H", "H", "H", "H", "H", "H", "H", "H", "H", "H", "H", "H"],
  "positions_angstrom": [[0.132, 1.146, 3.696], [-0.774, 0.540, 2.920], [-0.434, -0.274, 1.696], [-0.994, 0.330, 0.365], [-1.674, 1.524, 0.616], [-0.006, 0.777, -0.701], [1.263, 1.470, -0.451], [1.153, 2.699, -0.984], [1.425, 1.612, 0.860], [2.536, 0.776, -1.119], [2.202, -0.442, -1.568], [2.852, 1.532, -2.186], [3.866, 0.707, -0.289], [4.780, 0.276, -1.174], [4.174, 1.952, 0.100], [3.958, -0.250, 0.949], [5.159, -0.764, 1.030], [3.693, 0.405, 2.068], [3.071, -1.256, 0.828], [-0.474, 0.676, -1.940], [0.157, 1.169, -3.364], [0.584, 2.424, -3.611], [0.190, 0.186, -4.291], [-1.954, -0.036, -2.092], [-1.878, -0.727, -0.370], [-1.203, -2.486, -0.633], [0.360, -2.419, -0.381], [-1.823, -3.336, 0.566], [-1.696, -3.187, -2.328], [-3.632, -0.800, 0.230], [-3.395, -0.955, 1.793], [-4.235, -2.194, -0.194], [-4.642, 0.747, -0.314], [-0.198, 1.736, 4.543], [1.190, 1.048, 3.508], [-1.821, 0.582, 3.202], [0.641, -0.388, 1.674], [-0.879, -1.257, 1.847], [-2.646, 1.431, 0.583], [0.337, 3.102, -2.974], [0.134, 0.505, -5.202], [0.633, -2.374, 0.545], [-1.591, -3.052, 1.462], [-4.251, -0.856, 2.248], [-4.289, -2.299, -1.161]]
}

---

Record 5
{
  "formula": "C10H12BNO3",
  "method": "ωB97M-V/def2-TZVPD",
  "orbital_gap_ha": 0.31238,
  "homo_ev": -8.35,
  "relative_energy_kcal_mol": 31.2,
  "lumo_energy_ev": 0.1488,
  "energy_ha": -693.64242,
  "spin_multiplicity": 1,
  "elements": ["O", "O", "O", "B", "C", "C", "C", "C", "C", "C", "C", "C", "C", "N", "C", "H", "H", "H", "H", "H", "H", "H", "H", "H", "H", "H", "H"],
  "positions_angstrom": [[0.230, 2.972, -0.446], [0.584, -4.118, 0.460], [-0.145, -4.399, -1.863], [0.482, -3.706, -0.933], [-0.503, 2.258, 0.254], [-0.750, 3.959, 1.934], [-1.355, 2.960, 1.327], [2.468, -0.511, -1.715], [2.212, -1.843, -1.773], [1.586, 0.484, -1.192], [0.197, -1.356, -0.589], [1.037, -2.227, -1.177], [0.451, 0.026, -0.566], [-0.396, 0.845, 0.137], [-2.583, 2.302, 1.866], [0.491, -5.046, 0.793], [-0.420, -5.291, -1.514], [-1.406, 4.624, 2.525], [0.153, 4.364, 1.637], [3.469, -0.148, -2.005], [2.977, -2.611, -2.131], [1.706, 1.536, -1.346], [-0.785, -1.737, -0.358], [-1.013, 0.367, 0.727], [-2.358, 1.604, 2.684], [-3.292, 3.019, 2.211], [-3.040, 1.675, 1.053]]
}